Density functional theory data (the ωB97M-V functional and the def2-TZVPD basis) for a structure of composition C11H8CaNO5 at a distorted geometry.

Each line ends with the natural charge from an NBO analysis.
CARTESIAN COORDINATES (ANGSTROEM)
O: 5.94 5.19 -0.65  -0.47
C: 5.50 4.21 -0.40  0.47
Ca: 2.30 1.10 0.69  1.59
C: 1.62 -0.73 1.31  0.35
O: 1.30 -1.82 1.49  -0.35
C: 0.07 2.16 1.20  0.42
O: -0.98 2.61 1.35  -0.47
C: 1.64 1.35 -1.31  0.37
O: 1.31 1.37 -2.42  -0.40
C: 2.53 1.90 2.84  0.38
O: 2.78 2.33 3.89  -0.39
H: 2.36 3.36 0.42  -0.62
C: -3.23 -3.04 -0.99  -0.63
C: -2.27 -1.93 -0.73  0.03
C: -1.17 -1.76 -1.55  -0.19
C: -0.17 -0.86 -1.24  0.00
N: -0.49 -0.16 -0.21  -0.50
C: -1.40 -0.20 0.70  0.02
C: -2.38 -1.10 0.37  -0.19
H: -3.68 -2.93 -1.96  0.24
H: -2.72 -3.98 -0.98  0.24
H: -3.99 -3.06 -0.26  0.23
H: -0.97 -2.39 -2.41  0.22
H: 0.72 -0.79 -1.82  0.20
H: -1.45 0.37 1.60  0.21
H: -3.19 -1.20 1.08  0.22

Results
* energy above the lowest of the compared OMol25 structures with the same formula, charge and spin: 63.7 kcal per mole
* DFT total energy: -1532.10821 hartree
* HOMO-LUMO gap: 6.2 eV
* total charge: +1
* HOMO level: -11.30 eV
* multiplicity: 1